Record 1
Formula: C5H6ClNO
Source: the Open Molecules 2025 dataset
Level of theory: the ωB97M-V functional and the def2-TZVPD basis

Results
Energy above the lowest of the compared OMol25 structures with the same formula, charge and spin = 40.62 kcal per mole
Lowest unoccupied orbital energy = 0.7 eV
Net charge = 0
DFT total energy = -21340.7206 eV
Kohn-Sham gap = 10.51 eV
Spin multiplicity = 1
SMILES string = C=CO[C@H](C#N)CCl

Element x y z (Å)
1 Cl -2.461 -0.302 0.247
2 O 1.300 -0.618 -1.042
3 N 0.246 2.470 0.070
4 C 0.168 1.375 -0.286
5 C 2.251 -0.716 -0.059
6 C 2.259 -0.254 1.182
7 C -0.788 -0.898 0.166
8 C 0.053 -0.019 -0.763
9 H 3.133 -1.272 -0.453
10 H 3.145 -0.447 1.814
11 H -0.468 0.038 -1.725
12 H 1.471 0.359 1.606
13 H -0.805 -1.902 -0.233
14 H -0.424 -0.918 1.199

Here are the natural (NBO) charges for atoms 1 to 8, given in e: number 1, Cl, carries -0.04; number 2, O, carries -0.48; number 3, N, carries -0.28; number 4, C, carries 0.24; number 5, C, carries 0.13; number 6, C, carries -0.53; number 7, C, carries -0.39; number 8, C, carries -0.02


Record 2
Formula: C9H19N5O3S
Source: the Open Molecules 2025 dataset
Level of theory: the ωB97M-V functional and the def2-TZVPD basis

Results
Energy above the lowest of the compared OMol25 structures with the same formula, charge and spin = 230.26 kcal per mole
Lowest unoccupied orbital energy = 0.0 eV
Net charge = 0
DFT total energy = -34060.7501 eV
Kohn-Sham gap = 9.43 eV
Spin multiplicity = 1
SMILES string = [H]/N=C(/N)NCCC[C@H](NC(=O)[C@@H](N)CS)C(=O)O

Element x y z (Å)
1 S 4.072 -1.948 -3.150
2 O -1.475 0.485 -2.918
3 O -2.990 1.444 -1.651
4 O 2.719 2.205 -2.263
5 N 0.985 -0.662 -3.174
6 N -2.489 -2.828 4.094
7 N -1.993 -0.689 3.206
8 N 0.658 1.974 -1.473
9 N -0.126 -2.180 3.877
10 C 1.805 1.428 -1.951
11 C -1.707 1.155 1.744
12 C -0.875 1.675 0.521
13 C 1.866 -0.129 -2.071
14 C -1.216 -0.040 1.973
15 C -1.868 1.028 -1.722
16 C 3.243 -0.158 -2.582
17 C -1.398 -1.883 3.747
18 C -0.528 1.142 -0.838
19 H 3.762 0.254 -1.650
20 H -0.214 0.096 2.457
21 H -3.553 -2.366 4.317
22 H -0.458 0.316 -3.023
23 H 0.898 3.061 -0.864
24 H 3.455 0.463 -3.408
25 H -2.807 1.285 1.311
26 H -1.165 2.767 0.380
27 H -2.887 -0.826 2.890
28 H 0.324 1.902 0.712
29 H -1.764 -3.302 4.877
30 H 0.773 -1.608 -2.623
31 H -0.353 0.118 -0.811
32 H -1.538 1.930 2.721
33 H 1.526 -0.906 -1.262
34 H 1.332 -0.720 -4.171
35 H 4.836 -2.556 -1.824
36 H 0.330 -1.182 3.508
37 H -1.179 -0.745 1.094

Here are the natural (NBO) charges for atoms 1 to 8, given in e: number 1, S, carries -0.20; number 2, O, carries -0.74; number 3, O, carries -0.55; number 4, O, carries -0.59; number 5, N, carries -0.88; number 6, N, carries -0.89; number 7, N, carries -0.64; number 8, N, carries -0.61


Record 3
Formula: C3H3N2OP
Source: the Open Molecules 2025 dataset
Level of theory: the ωB97M-V functional and the def2-TZVPD basis

Results
Energy above the lowest of the compared OMol25 structures with the same formula, charge and spin = 39.90 kcal per mole
Lowest unoccupied orbital energy (alpha / beta) = -1.6 / -4.4 eV
Net charge = 0
DFT total energy = -17468.7965 eV
Kohn-Sham gap (alpha / beta) = 4.26 / 3.67 eV
Spin multiplicity = 3
<S²> = 2.02

Element x y z (Å)
1 P 3.565 -0.610 0.803
2 O 4.081 -1.885 0.246
3 N 4.274 1.548 -1.026
4 N -0.561 -0.213 -0.638
5 C -0.804 -0.868 -1.611
6 C 4.066 0.695 -0.328
7 C 0.000 0.357 0.273
8 H -0.134 -0.252 1.154
9 H 0.709 1.156 0.169
10 H -1.694 -1.051 -2.138

Here are the natural (NBO) charges for atoms 1 to 8, given in e: number 1, P, carries 0.86; number 2, O, carries -1.00; number 3, N, carries -0.37; number 4, N, carries -0.33; number 5, C, carries 0.31; number 6, C, carries -0.14; number 7, C, carries -0.03; number 8, H, carries 0.24


Record 4
Formula: C7H10
Source: the Open Molecules 2025 dataset
Level of theory: the ωB97M-V functional and the def2-TZVPD basis

Results
Energy above the lowest of the compared OMol25 structures with the same formula, charge and spin = 87.25 kcal per mole
Lowest unoccupied orbital energy = 0.0 eV
Net charge = 0
DFT total energy = -7417.2513 eV
Kohn-Sham gap = 7.94 eV
Spin multiplicity = 1
SMILES string = CCC1=C=CCC1

Element x y z (Å)
1 C 0.126 1.172 -1.153
2 C 0.443 0.764 1.144
3 C -0.448 0.612 0.125
4 C 1.566 0.550 -0.943
5 C -1.464 -0.485 0.122
6 C 1.670 0.716 0.574
7 C -1.151 -1.509 1.213
8 H -1.126 -1.023 2.194
9 H 1.528 -0.500 -1.274
10 H 0.209 2.263 -1.153
11 H 2.626 0.826 1.081
12 H -0.155 -1.937 1.049
13 H -2.474 -0.070 0.241
14 H -1.451 -0.952 -0.875
15 H -0.393 0.857 -2.066
16 H 2.375 1.041 -1.502
17 H -1.881 -2.323 1.222

Here are the natural (NBO) charges for atoms 1 to 8, given in e: number 1, C, carries -0.45; number 2, C, carries -0.21; number 3, C, carries 0.20; number 4, C, carries -0.43; number 5, C, carries -0.47; number 6, C, carries -0.19; number 7, C, carries -0.61; number 8, H, carries 0.23